Record 1
{"formula": "C23H24BrMgN4O2Se", "method": "ωB97M-V/def2-TZVPD", "homo_energy_ev": -10.7642, "energy_ha": -6435.80590, "orbital_gap_ha": 0.3039, "max_force_ev_per_a": 0.8, "charge": 1, "symbols": ["Mg", "Br", "C", "C", "C", "C", "C", "N", "C", "O", "O", "H", "H", "H", "C", "N", "C", "Se", "N", "C", "C", "C", "C", "C", "C", "H", "H", "H", "H", "H", "H", "H", "H", "C", "N", "C", "C", "C", "C", "C", "C", "C", "C", "H", "H", "H", "H", "H", "H", "H", "H", "H", "H", "H", "H", "H"], "positions_angstrom": [[0.769043, -0.204880, 0.249401], [-0.262637, 2.406100, -2.034905], [-1.593584, 1.591969, -0.961171], [-2.914778, 1.982501, -1.071505], [-3.849514, 1.285497, -0.317358], [-3.438233, 0.233920, 0.486650], [-2.088325, -0.063317, 0.546112], [-1.177579, 0.623352, -0.159780], [-1.531151, -1.248147, 1.342512], [-2.316516, -2.089757, 1.743640], [-0.254569, -1.243544, 1.447143], [-3.190801, 2.789408, -1.733260], [-4.895836, 1.553516, -0.380978], [-4.131475, -0.364043, 1.060442], [-0.542740, 1.656572, 3.208869], [0.039692, 2.662622, 2.344848], [1.234851, 2.582052, 1.719988], [2.448035, 1.202923, 1.764855], [1.425469, 3.748655, 1.069642], [0.341644, 4.592112, 1.253342], [0.059486, 5.867014, 0.791264], [-1.139645, 6.426596, 1.198367], [-2.025152, 5.735708, 2.028456], [-1.748639, 4.454115, 2.476866], [-0.547156, 3.894835, 2.070678], [0.091661, 0.774424, 3.210618], [-1.535121, 1.386991, 2.847198], [-0.626144, 2.041152, 4.225320], [2.257618, 3.950795, 0.543598], [0.748766, 6.394858, 0.145990], [-1.391816, 7.426975, 0.873870], [-2.942943, 6.216927, 2.337417], [-2.435693, 3.925036, 3.123567], [2.046689, -5.567699, -0.308464], [0.749017, -4.873627, -0.507149], [-0.006083, -5.388656, -1.677824], [0.858081, -3.375798, -0.478198], [1.648613, -2.628509, -1.544643], [2.303792, -3.210735, -2.623191], [2.986376, -2.420780, -3.540899], [3.013551, -1.049974, -3.374815], [2.357484, -0.481220, -2.287057], [1.655588, -1.235550, -1.343906], [1.875692, -6.634716, -0.184005], [2.534573, -5.175056, 0.580493], [2.693745, -5.403246, -1.162285], [0.180281, -5.086707, 0.313453], [0.551969, -5.213544, -2.590125], [-0.960629, -4.872252, -1.746135], [-0.182105, -6.455552, -1.559590], [1.270801, -3.119586, 0.496998], [-0.166202, -3.004434, -0.484622], [2.311910, -4.280618, -2.792551], [3.492031, -2.886956, -4.376318], [3.542699, -0.426286, -4.084760], [2.405908, 0.598565, -2.176101]], "atomic_forces_ev_per_a": [[0.6, 0.4, -0.2], [0.0, 0.1, 0.2], [0.1, 0.0, 0.0], [0.0, 0.0, 0.0], [0.0, 0.1, -0.1], [0.0, 0.0, 0.1], [-0.1, -0.1, -0.1], [-0.1, 0.2, -0.1], [-0.3, -0.2, 0.1], [0.1, 0.2, 0.0], [-0.4, -0.4, 0.5], [0.0, 0.0, 0.0], [0.0, 0.0, 0.0], [0.0, 0.0, 0.0], [-0.1, -0.1, 0.2], [0.1, 0.0, -0.2], [-0.3, 0.5, 0.2], [0.2, -0.3, -0.2], [-0.1, -0.1, 0.0], [-0.2, 0.0, 0.1], [0.1, 0.0, 0.0], [0.1, 0.1, -0.1], [0.0, -0.1, 0.1], [-0.1, 0.0, 0.0], [0.1, 0.2, -0.1], [0.0, 0.0, 0.0], [0.0, 0.0, 0.0], [0.0, 0.0, 0.0], [0.1, -0.1, 0.0], [0.0, 0.0, 0.0], [0.0, 0.0, 0.0], [0.0, 0.0, 0.0], [0.0, 0.0, 0.0], [0.4, -0.2, 0.1], [0.0, 0.0, 0.0], [-0.2, -0.1, -0.3], [0.1, 0.6, -0.1], [0.0, -0.1, -0.1], [0.0, -0.1, 0.0], [0.0, 0.0, 0.0], [0.0, 0.1, 0.0], [0.0, -0.1, -0.1], [0.1, -0.1, -0.1], [-0.1, 0.0, 0.0], [-0.1, 0.1, 0.0], [-0.1, 0.1, 0.0], [0.0, 0.0, 0.0], [0.0, 0.0, 0.1], [0.0, 0.1, 0.1], [0.1, 0.0, 0.1], [-0.1, -0.2, 0.1], [-0.1, -0.2, 0.1], [0.0, 0.0, 0.0], [0.0, 0.0, 0.0], [0.0, 0.0, 0.0], [0.0, 0.0, 0.0]], "mulliken_charge": [1.010, -0.088, 0.002, -0.534, -0.448, -0.568, 0.119, 0.020, 0.543, -0.705, -0.720, 0.489, 0.467, 0.535, -1.270, 0.381, -0.368, -0.266, 0.111, 0.372, -0.995, -0.531, -0.727, -0.641, 0.943, 0.341, 0.398, 0.407, 0.259, 0.433, 0.414, 0.419, 0.468, -0.730, 0.135, -0.731, -1.195, 2.093, -0.299, -1.036, -0.982, -0.285, -0.770, 0.396, 0.295, 0.347, 0.334, 0.348, 0.297, 0.399, 0.524, 0.274, 0.151, 0.398, 0.400, 0.368]}



Record 2
{"formula": "CH7N2O2", "method": "ωB97M-V/def2-TZVPD", "homo_energy_ev": -15.6179, "energy_ha": -301.96517, "orbital_gap_ha": 0.4325, "max_force_ev_per_a": 1.4, "charge": 1, "symbols": ["C", "N", "N", "O", "O", "H", "H", "H", "H", "H", "H", "H"], "positions_angstrom": [[-0.607901, 0.674208, 0.378754], [1.699601, 0.768648, 0.180804], [-0.444976, -1.511423, -0.101617], [-1.785521, 0.912057, -0.050649], [0.402332, 1.048458, -0.351390], [-0.493992, 0.463341, 1.438770], [2.237511, 0.374662, -0.588694], [2.125291, 1.665074, 0.420443], [0.305637, -1.855279, 0.489967], [-1.317937, -1.900726, 0.239942], [-0.289778, -1.799478, -1.058475], [-1.830269, 1.160463, -0.997860]], "atomic_forces_ev_per_a": [[1.1, -0.7, -0.5], [0.1, -0.4, 0.9], [-0.1, 0.5, 0.8], [-0.3, 0.3, -0.2], [-0.3, 0.7, -0.4], [0.1, 0.0, -0.1], [-0.4, 0.1, -0.1], [-0.4, 0.0, -0.2], [0.0, -0.2, -0.2], [0.1, -0.2, -0.2], [0.0, -0.1, -0.1], [0.2, 0.0, 0.3]], "mulliken_charge": [0.382, -0.499, -0.742, -0.349, -0.141, 0.503, 0.286, 0.284, 0.312, 0.301, 0.269, 0.395]}



Record 3
{"formula": "C22H32N4O5ReS", "method": "ωB97M-V/def2-TZVPD", "homo_energy_ev": [-5.8935, -6.1005], "energy_ha": -1929.17156, "spin_multiplicity": 2, "s2": 0.759, "orbital_gap_ha": [0.2276, 0.2337], "max_force_ev_per_a": 0.2, "symbols": ["Re", "N", "C", "C", "N", "H", "H", "H", "H", "H", "H", "H", "H", "C", "C", "C", "C", "C", "C", "C", "S", "O", "O", "N", "C", "C", "C", "O", "O", "H", "H", "H", "H", "H", "H", "H", "H", "H", "H", "H", "H", "C", "N", "C", "C", "O", "H", "H", "H", "H", "H", "H", "H", "C", "C", "C", "C", "C", "C", "C", "H", "H", "H", "H", "H"], "positions_angstrom": [[-2.091816, 0.409207, 0.177677], [-1.426117, -0.264308, 2.295206], [-2.361036, -1.286408, 2.796332], [-2.664417, -2.240833, 1.660049], [-3.153854, -1.470508, 0.501044], [-0.480616, -0.627559, 2.225161], [-1.404724, 0.549258, 2.895575], [-3.271759, -0.768857, 3.101493], [-1.963771, -1.832736, 3.655810], [-3.374377, -3.010205, 1.969542], [-1.744419, -2.738362, 1.346230], [-4.145843, -1.284612, 0.575616], [-2.991177, -1.984368, -0.372592], [6.067007, -1.491321, 4.291552], [5.817718, -1.160560, 2.846486], [5.126243, -0.011592, 2.480576], [4.894175, 0.288752, 1.145345], [5.360052, -0.572115, 0.165511], [6.059174, -1.723656, 0.507118], [6.283045, -2.009545, 1.840752], [5.031302, -0.229277, -1.538286], [4.657585, 1.150137, -1.622813], [6.097942, -0.775711, -2.322900], [3.710619, -1.128358, -1.923845], [2.486858, -1.045417, -1.120216], [1.739671, 0.261741, -1.329695], [0.373089, 0.234290, -0.700447], [-0.329502, 1.288463, -0.689617], [-0.095512, -0.827276, -0.193138], [5.763938, -0.673106, 4.942880], [7.123662, -1.694828, 4.468608], [5.509687, -2.382382, 4.586359], [4.771423, 0.665200, 3.248295], [4.374866, 1.193547, 0.858840], [6.441177, -2.370536, -0.272076], [6.837774, -2.900246, 2.111027], [3.999008, -2.070507, -2.150684], [2.693221, -1.199992, -0.055547], [1.854654, -1.874407, -1.435011], [1.621409, 0.459272, -2.397283], [2.290397, 1.115270, -0.936372], [-0.899394, -0.091526, -3.971155], [-1.898854, -0.913917, -3.324416], [-3.267578, -0.427508, -3.332081], [-1.565206, -2.008109, -2.632216], [-2.335347, -2.681203, -1.956781], [-1.144674, 0.050920, -5.025236], [0.074209, -0.575509, -3.903216], [-0.844737, 0.886452, -3.486276], [-3.493319, -0.026384, -4.320742], [-3.407114, 0.343460, -2.568034], [-3.935543, -1.257067, -3.113216], [-0.503399, -2.278318, -2.735737], [-3.337169, 1.626399, 0.176662], [-4.287681, 2.714523, 0.207695], [-3.868797, 4.030289, -0.017684], [-4.779892, 5.073397, 0.005346], [-6.124239, 4.827701, 0.253264], [-6.551530, 3.526205, 0.477287], [-5.644108, 2.478499, 0.453711], [-2.820401, 4.217382, -0.211450], [-4.439034, 6.086004, -0.171603], [-6.833688, 5.644967, 0.270324], [-7.598139, 3.324509, 0.669639], [-5.981144, 1.463264, 0.623351]], "atomic_forces_ev_per_a": [[0.2, -0.1, 0.0], [-0.1, 0.1, 0.0], [0.1, 0.0, 0.0], [0.1, 0.0, 0.0], [0.0, 0.1, 0.0], [0.0, 0.0, 0.0], [0.0, 0.0, 0.0], [0.0, 0.0, 0.0], [0.0, 0.0, 0.0], [0.0, 0.0, 0.0], [0.0, 0.0, 0.0], [0.0, 0.0, 0.0], [-0.1, -0.1, 0.0], [0.0, 0.0, 0.0], [0.0, 0.0, 0.0], [0.0, 0.0, 0.0], [0.0, 0.0, 0.0], [0.0, 0.0, 0.0], [0.0, 0.0, 0.0], [0.0, 0.0, 0.0], [0.0, 0.0, 0.0], [0.0, 0.0, 0.0], [0.0, 0.0, 0.0], [0.0, 0.0, 0.0], [0.0, 0.0, 0.0], [0.0, 0.0, 0.0], [-0.1, 0.0, 0.1], [0.1, 0.1, 0.1], [0.0, 0.0, -0.1], [0.0, 0.0, 0.0], [0.0, 0.0, 0.0], [0.0, 0.0, 0.0], [0.0, 0.0, 0.0], [0.0, 0.0, 0.0], [0.0, 0.0, 0.0], [0.0, 0.0, 0.0], [0.0, 0.0, 0.0], [0.0, 0.0, 0.0], [0.0, 0.0, 0.0], [0.0, 0.0, 0.0], [0.0, 0.0, 0.0], [0.0, 0.0, 0.0], [0.0, 0.0, -0.1], [0.0, 0.0, 0.0], [0.0, 0.1, 0.0], [0.0, -0.1, 0.0], [0.0, 0.0, 0.0], [0.0, 0.0, 0.0], [0.0, 0.0, 0.0], [0.0, 0.0, 0.0], [0.0, 0.0, 0.0], [0.0, 0.0, 0.0], [0.0, 0.0, 0.0], [0.0, -0.1, 0.0], [0.0, 0.0, 0.0], [0.0, 0.0, 0.0], [0.0, 0.0, 0.0], [0.0, 0.0, 0.0], [0.0, 0.0, 0.0], [0.0, 0.1, 0.0], [0.0, 0.0, 0.0], [0.0, 0.0, 0.0], [0.0, 0.0, 0.0], [0.0, 0.0, 0.0], [0.0, 0.0, 0.0]], "mulliken_charge": [-0.003, -0.563, -0.644, -0.621, -0.478, 0.242, 0.257, 0.339, 0.413, 0.490, 0.254, 0.328, 0.195, -1.422, 0.849, -0.703, -0.206, 0.146, -0.644, -0.611, 1.211, -0.668, -0.718, -0.332, -0.554, -0.329, 0.567, -0.726, -0.954, 0.346, 0.360, 0.306, 0.325, 0.466, 0.425, 0.391, 0.331, 0.230, 0.400, 0.250, 0.321, -0.966, 0.246, -0.918, 0.079, -0.753, 0.410, 0.266, 0.310, 0.348, 0.209, 0.299, 0.314, -0.392, 1.578, -0.373, -0.511, -0.425, -0.546, -0.380, 0.466, 0.374, 0.372, 0.367, 0.360]}



Record 4
{"formula": "C10H22Cl16N2O4", "method": "ωB97M-V/def2-TZVPD", "homo_energy_ev": -9.9276, "energy_ha": -8167.52982, "smiles": "C[N+](=O)[O-].C[N+](=O)[O-].ClCCl.ClCCl.ClCCl.ClCCl.ClCCl.ClCCl.ClCCl.ClCCl", "orbital_gap_ha": 0.3484, "max_force_ev_per_a": 2.4, "symbols": ["C", "N", "O", "O", "H", "H", "H", "C", "N", "O", "O", "H", "H", "H", "Cl", "C", "Cl", "H", "H", "Cl", "C", "Cl", "H", "H", "Cl", "C", "Cl", "H", "H", "Cl", "C", "Cl", "H", "H", "Cl", "C", "Cl", "H", "H", "Cl", "C", "Cl", "H", "H", "Cl", "C", "Cl", "H", "H", "Cl", "C", "Cl", "H", "H"], "positions_angstrom": [[-1.875563, -3.396040, -11.231874], [-1.102301, -3.126050, -10.003934], [-0.827652, -1.971992, -9.769581], [-0.789381, -4.072555, -9.309281], [-2.866346, -3.723545, -10.930876], [-1.388756, -4.143224, -11.853457], [-1.951178, -2.490442, -11.825882], [-0.408254, -6.274055, -4.349244], [-1.485821, -5.286320, -4.641635], [-2.566496, -5.494393, -4.140009], [-1.194393, -4.366422, -5.371584], [-0.353619, -6.916790, -5.222796], [-0.607740, -6.819377, -3.434111], [0.501157, -5.697877, -4.193351], [-4.765337, -3.398510, -8.796828], [-4.068402, -4.607267, -7.706783], [-5.060601, -4.808472, -6.267343], [-3.942747, -5.542182, -8.247071], [-3.061590, -4.325387, -7.403028], [1.486815, -1.261083, -3.522642], [2.378500, 0.261042, -3.692672], [3.574662, 0.274384, -5.005219], [1.651963, 1.030284, -3.925735], [2.866592, 0.454312, -2.745620], [2.936126, -3.121436, -7.335305], [1.950718, -4.471659, -7.840760], [1.513043, -5.527431, -6.497069], [1.036815, -4.089637, -8.288774], [2.481413, -5.060525, -8.581862], [0.428030, -0.070135, -6.927719], [-0.307668, -1.641836, -6.552419], [-2.010662, -1.668793, -7.002914], [0.228975, -2.504694, -6.934121], [-0.209080, -1.722662, -5.473289], [-4.953927, -2.154988, -2.831960], [-3.246787, -2.226058, -2.348415], [-2.207858, -1.561161, -3.613248], [-3.102677, -1.609180, -1.469210], [-3.004870, -3.262751, -2.147285], [-1.784876, 2.154743, -8.441904], [-1.980045, 0.968173, -9.729300], [-2.690137, 1.674784, -11.201596], [-0.984787, 0.637585, -9.996373], [-2.598155, 0.152318, -9.380257], [4.672432, -0.119241, -9.461855], [3.127828, 0.740779, -9.148479], [3.253859, 2.488845, -9.141909], [2.467518, 0.407118, -9.941159], [2.735192, 0.387356, -8.202914], [-6.763051, -1.471437, -5.227840], [-5.033877, -1.188958, -5.336060], [-4.596427, 0.272638, -4.478828], [-4.451385, -2.008165, -4.918683], [-4.739335, -1.126032, -6.380665]], "atomic_forces_ev_per_a": [[-0.4, 0.1, -0.8], [0.1, 0.3, -0.4], [0.2, 0.0, 0.1], [-0.2, -0.2, 0.1], [0.0, -0.1, 0.1], [0.1, -0.2, 0.4], [0.0, 0.2, 0.3], [0.3, 0.2, 0.5], [0.3, -0.5, 0.5], [-0.3, 0.3, 0.0], [-0.3, 0.2, -0.1], [0.1, -0.1, 0.1], [-0.5, -0.1, -0.1], [0.0, -0.1, -0.3], [0.2, 0.1, -0.1], [0.6, -0.3, 0.1], [0.0, -0.1, -0.1], [-0.5, 0.0, 0.0], [-0.2, 0.5, 0.1], [0.2, -0.1, -0.1], [-0.2, 0.2, -0.2], [-0.1, -0.2, 0.3], [0.0, 0.0, 0.0], [0.2, 0.0, -0.1], [0.3, 0.3, 0.1], [-0.3, -0.2, -0.6], [0.3, 0.0, -0.3], [0.1, -0.1, 0.2], [0.2, 0.0, 0.1], [0.1, -0.4, -0.2], [0.2, 0.1, 1.0], [0.0, -0.1, -0.1], [-0.1, 0.4, -0.7], [-0.4, 0.0, 0.0], [0.0, -1.1, 2.2], [-0.3, 0.2, 0.1], [0.5, -0.4, 0.2], [-0.1, 0.0, 0.0], [0.1, 0.0, -0.2], [-0.2, 0.1, 0.0], [0.4, 0.2, -0.2], [-0.1, -0.1, 0.1], [-0.1, -0.2, 0.0], [-0.1, 0.0, 0.0], [-0.2, 0.4, 0.2], [0.0, -0.8, -0.2], [0.1, 0.0, 0.0], [-0.1, 0.3, -0.1], [0.2, 0.1, 0.1], [-0.1, -0.3, -0.1], [0.7, -0.1, -1.2], [0.0, 1.0, -0.5], [-0.5, 0.2, -0.4], [-0.3, 0.4, -0.1]], "mulliken_charge": [-0.863, 0.965, -0.435, -0.600, 0.245, 0.308, 0.311, -1.024, 0.790, -0.495, -0.216, 0.336, 0.318, 0.364, -0.179, 0.225, -0.134, 0.396, -0.312, -0.103, -0.336, -0.131, 0.212, 0.377, -0.116, 0.574, -0.174, -0.631, 0.404, -0.174, 1.121, -0.079, -0.747, -0.249, -0.116, -0.394, 0.004, 0.369, 0.239, -0.155, 0.348, -0.199, -0.010, 0.021, -0.180, 0.337, -0.160, 0.215, -0.226, -0.177, 0.405, -0.115, -0.232, 0.075]}



Copy entry 2 word for word.
{"formula": "CH7N2O2", "method": "ωB97M-V/def2-TZVPD", "homo_energy_ev": -15.6179, "energy_ha": -301.96517, "orbital_gap_ha": 0.4325, "max_force_ev_per_a": 1.4, "charge": 1, "symbols": ["C", "N", "N", "O", "O", "H", "H", "H", "H", "H", "H", "H"], "positions_angstrom": [[-0.607901, 0.674208, 0.378754], [1.699601, 0.768648, 0.180804], [-0.444976, -1.511423, -0.101617], [-1.785521, 0.912057, -0.050649], [0.402332, 1.048458, -0.351390], [-0.493992, 0.463341, 1.438770], [2.237511, 0.374662, -0.588694], [2.125291, 1.665074, 0.420443], [0.305637, -1.855279, 0.489967], [-1.317937, -1.900726, 0.239942], [-0.289778, -1.799478, -1.058475], [-1.830269, 1.160463, -0.997860]], "atomic_forces_ev_per_a": [[1.1, -0.7, -0.5], [0.1, -0.4, 0.9], [-0.1, 0.5, 0.8], [-0.3, 0.3, -0.2], [-0.3, 0.7, -0.4], [0.1, 0.0, -0.1], [-0.4, 0.1, -0.1], [-0.4, 0.0, -0.2], [0.0, -0.2, -0.2], [0.1, -0.2, -0.2], [0.0, -0.1, -0.1], [0.2, 0.0, 0.3]], "mulliken_charge": [0.382, -0.499, -0.742, -0.349, -0.141, 0.503, 0.286, 0.284, 0.312, 0.301, 0.269, 0.395]}